Entry 1:
Formula: C15H10FeN4O3
Source: the OMol25 dataset
Level of theory: ωB97M-V/def2-TZVPD

## Properties
HOMO-LUMO gap (alpha / beta): 5.741 / 4.572 eV
<S²>: 6.1728
Multiplicity: 5
Total charge: 0

Last column: Löwdin spin population.
Atoms and positions in Å:
1 O 2.071 -1.157 -4.595  -0.024
2 C 1.831 -0.673 -3.571  0.007
3 Fe 1.266 0.021 -2.071  1.969
4 C -0.014 0.663 -3.068  0.002
5 O -0.883 0.998 -3.766  -0.028
6 C 0.272 -1.424 -1.826  0.000
7 O -0.354 -2.332 -1.449  -0.028
8 C 0.790 1.380 -0.275  0.199
9 C 1.383 0.415 0.528  0.165
10 C 2.511 -0.306 0.241  0.197
11 C 3.178 -0.318 -0.986  0.199
12 C 3.354 0.774 -1.858  0.025
13 C 2.689 1.988 -1.813  0.252
14 C 1.412 2.136 -1.283  0.021
15 H -0.220 1.671 0.028  0.005
16 H 0.857 0.182 1.460  0.007
17 H 2.847 -1.012 1.011  0.009
18 H 3.795 -1.197 -1.197  0.005
19 H 4.163 0.684 -2.584  0.002
20 H 3.091 2.816 -2.414  0.014
21 H 0.865 3.022 -1.608  0.000
22 C -4.140 -1.609 3.107  0.174
23 N -3.268 -2.535 3.525  0.001
24 C -1.965 -2.407 3.401  0.180
25 N -1.331 -1.363 2.783  0.010
26 C -2.087 -0.392 2.330  0.115
27 C -3.612 -0.450 2.528  0.053
28 N -4.080 0.719 2.031  0.270
29 C -3.003 1.435 1.558  0.103
30 N -1.803 0.778 1.693  0.080
31 H -5.228 -1.754 3.206  0.006
32 H -1.323 -3.194 3.809  0.007
33 H -3.064 2.441 1.124  0.001



Entry 2:
Formula: C15H10MoN3O5
Source: the OMol25 dataset
Level of theory: ωB97M-V/def2-TZVPD

## Properties
HOMO-LUMO gap (alpha / beta): 5.025 / 5.172 eV
Total charge: +3

Last column: Löwdin charge in e.
Atoms and positions in Å:
1 Mo 0.044 0.851 -0.140  1.739
2 O -0.125 0.691 1.773  -0.143
3 C -0.824 -0.031 2.533  -0.011
4 C -1.731 -1.019 2.032  -0.076
5 C -2.431 -1.886 2.897  0.123
6 C -3.227 -2.876 2.367  -0.036
7 C -3.427 -3.026 0.994  0.113
8 C -2.787 -2.159 0.118  0.090
9 C -1.919 -1.185 0.615  -0.216
10 O -1.215 -0.361 -0.151  -0.179
11 N -3.882 -3.871 3.329  -0.353
12 O -3.872 -3.512 4.458  0.164
13 O -4.275 -4.853 2.798  0.176
14 H -0.726 0.106 3.618  0.186
15 H -2.314 -1.796 3.969  0.156
16 H -4.065 -3.818 0.620  0.159
17 H -2.932 -2.252 -0.953  0.153
18 N 4.013 2.231 -0.546  0.224
19 C 3.149 2.017 0.443  -0.020
20 N 1.968 1.591 -0.004  -0.071
21 C 2.103 1.511 -1.393  -0.263
22 C 1.181 1.047 -2.355  -0.085
23 C 1.593 1.021 -3.674  0.008
24 C 2.883 1.461 -4.022  0.015
25 C 3.802 1.908 -3.085  0.081
26 C 3.403 1.923 -1.746  -0.128
27 H 4.971 2.556 -0.431  0.217
28 H 3.372 2.173 1.491  0.179
29 H 0.116 0.714 -2.054  0.087
30 H 0.941 0.661 -4.459  0.145
31 H 3.169 1.439 -5.065  0.145
32 H 4.790 2.217 -3.393  0.149
33 O -1.179 3.735 -0.274  0.306
34 C -0.568 2.791 -0.313  -0.033



Entry 3:
Formula: C15H10N4OS
Source: the OMol25 dataset
Level of theory: ωB97M-V/def2-TZVPD

## Properties
HOMO-LUMO gap: 7.879 eV
Total charge: 0

Last column: Löwdin charge in e.
Atoms and positions in Å:
1 O -1.024 -0.221 -3.197  0.028
2 C -0.381 -0.246 -2.130  -0.331
3 C 1.095 -0.373 -2.121  -0.074
4 C 1.993 -0.394 -3.291  -0.272
5 C 1.725 0.241 -4.575  -0.118
6 C 2.715 -0.008 -5.496  -0.411
7 S 3.990 -1.010 -4.873  0.962
8 C 3.200 -1.080 -3.325  -0.375
9 C 1.679 -0.406 -0.845  -0.036
10 N 0.958 -0.290 0.347  0.106
11 C -0.350 -0.110 0.299  -0.192
12 C -1.383 0.099 1.331  -0.078
13 C -1.165 0.253 2.801  -0.132
14 C -2.243 0.536 3.681  -0.029
15 C -2.003 0.694 5.030  -0.085
16 C -0.742 0.530 5.560  -0.144
17 N 0.303 0.229 4.770  0.062
18 C 0.102 0.125 3.431  -0.071
19 C -2.586 0.127 0.668  0.010
20 N -2.398 0.109 -0.726  0.100
21 N -1.048 -0.100 -0.913  0.049
22 H 0.833 0.773 -4.775  0.093
23 H 2.727 0.328 -6.539  0.069
24 H 3.631 -1.613 -2.489  0.067
25 H 2.778 -0.424 -0.821  0.115
26 H -3.248 0.742 3.321  0.105
27 H -2.851 0.829 5.682  0.100
28 H -0.624 0.673 6.602  0.092
29 H 1.016 -0.048 2.853  0.101
30 H -3.565 0.226 1.097  0.122
31 H -3.134 -0.193 -1.358  0.167



Entry 4:
Formula: C15H11F2N3S
Source: the OMol25 dataset
Level of theory: ωB97M-V/def2-TZVPD

## Properties
HOMO-LUMO gap: 8.273 eV
Total charge: 0

Last column: Löwdin charge in e.
Atoms and positions in Å:
1 N 2.756 -1.449 -4.193  0.130
2 C 1.645 -1.480 -3.566  -0.295
3 N 0.530 -1.576 -2.798  0.012
4 C 0.090 -0.563 -2.160  -0.600
5 N -1.072 -0.797 -1.653  0.101
6 C -1.484 0.169 -0.751  -0.201
7 C -1.946 -0.501 0.657  0.059
8 C -2.769 0.460 1.393  -0.171
9 C -2.885 1.669 1.120  -0.120
10 C -2.411 2.157 -0.056  -0.229
11 F -2.590 3.484 -0.364  0.015
12 C -1.560 1.609 -1.086  0.053
13 S 1.176 1.020 -2.260  0.940
14 C 2.531 0.313 -1.015  -0.188
15 C 1.729 -0.123 0.469  -0.258
16 C 1.548 0.973 1.264  0.013
17 C 0.741 0.524 2.357  -0.131
18 C 0.669 -0.683 2.733  -0.195
19 C 0.881 -1.724 1.921  0.042
20 C 1.630 -1.308 0.681  -0.117
21 F 1.675 -2.639 -0.103  -0.077
22 H 0.026 -2.559 -3.011  0.253
23 H -1.912 -1.622 0.736  0.106
24 H -3.277 0.024 2.171  0.083
25 H -3.342 2.440 1.907  0.182
26 H -1.192 1.967 -1.921  0.012
27 H 2.974 -0.526 -1.418  0.026
28 H 3.178 0.987 -0.763  -0.006
29 H 1.787 2.005 0.927  0.139
30 H 0.502 1.329 3.227  0.166
31 H -0.136 -0.857 3.466  0.134
32 H 0.510 -2.722 2.089  0.120



Entry 5:
Formula: C15H11F3N4O3S
Source: the OMol25 dataset
Level of theory: ωB97M-V/def2-TZVPD

## Properties
HOMO-LUMO gap: 9.322 eV
Total charge: 0

Last column: Löwdin charge in e.
Atoms and positions in Å:
1 O -0.310 -1.355 -1.601  0.115
2 C -0.289 -0.296 -2.195  -0.461
3 N -0.490 0.885 -1.522  0.163
4 C -0.650 0.851 -0.097  -0.255
5 C -0.247 2.219 0.481  -0.565
6 F -0.297 2.222 1.814  0.176
7 F -1.094 3.177 0.058  0.150
8 F 0.971 2.599 0.111  0.182
9 N -1.963 0.492 0.355  0.201
10 C -1.979 -0.666 1.089  -0.476
11 O -2.934 -1.219 1.551  0.126
12 N -0.649 -1.058 1.240  0.061
13 C -0.249 -2.236 1.981  -0.054
14 C 0.627 -1.868 3.147  -0.182
15 C 0.324 -0.782 3.960  -0.015
16 C 1.163 -0.479 5.019  -0.052
17 C 2.274 -1.283 5.227  -0.153
18 N 2.568 -2.320 4.464  0.063
19 C 1.771 -2.599 3.451  -0.101
20 C 0.223 -0.276 0.557  -0.377
21 O 1.416 -0.341 0.516  0.173
22 C -0.069 -0.182 -3.629  -0.428
23 C 0.174 -1.233 -4.476  -0.086
24 C 0.363 -0.829 -5.809  -0.168
25 C 0.260 0.519 -5.965  -0.396
26 S -0.065 1.326 -4.491  1.061
27 H -0.474 1.772 -2.003  0.111
28 H -2.809 0.921 0.019  0.171
29 H -1.175 -2.710 2.321  0.140
30 H 0.281 -2.912 1.304  0.142
31 H -0.554 -0.181 3.765  0.118
32 H 0.958 0.361 5.664  0.101
33 H 2.962 -1.090 6.040  0.102
34 H 2.058 -3.452 2.849  0.116
35 H 0.214 -2.249 -4.129  0.124
36 H 0.566 -1.507 -6.618  0.107
37 H 0.358 1.094 -6.865  0.066



Entry 6:
Formula: C15H11F5N6O4RuS3
Source: the OMol25 dataset
Level of theory: ωB97M-V/def2-TZVPD

## Properties
HOMO-LUMO gap (alpha / beta): 7.599 / 6.663 eV
<S²>: 6.0395
Multiplicity: 5
Total charge: 0

Last column: Löwdin spin population.
Atoms and positions in Å:
1 Ru -0.401 -0.915 0.731  2.574
2 S -0.095 -0.055 3.181  0.458
3 C 1.552 0.228 3.235  0.103
4 C 2.085 0.760 4.467  0.007
5 N 2.481 1.195 5.454  0.020
6 C 2.436 0.060 2.158  0.118
7 S 1.986 -0.437 0.613  0.320
8 C 3.826 0.393 2.335  0.007
9 N 4.933 0.682 2.445  0.031
10 C 1.568 -0.800 -3.081  0.000
11 C 0.113 -0.999 -2.851  0.008
12 N -0.509 -1.057 -1.689  0.097
13 C -1.834 -1.297 -1.962  0.005
14 C -2.019 -1.378 -3.305  0.001
15 N -0.777 -1.187 -3.849  0.004
16 C -3.175 -1.581 -4.216  0.000
17 O -4.350 -1.767 -3.653  0.000
18 O -2.986 -1.573 -5.409  0.001
19 C -2.815 -1.484 -0.874  0.009
20 O -3.997 -1.667 -1.139  0.001
21 O -2.328 -1.457 0.322  0.084
22 H 2.055 -0.505 -2.156  0.000
23 H 1.746 -0.030 -3.831  0.000
24 H 2.030 -1.727 -3.424  0.000
25 H -0.617 -1.193 -4.847  0.001
26 H -4.277 -1.739 -2.657  0.000
27 S -1.472 1.341 0.352  0.078
28 C -0.506 2.661 0.820  0.015
29 N -1.022 3.852 1.145  0.006
30 C -0.013 4.764 1.679  0.001
31 C 1.300 4.031 1.328  0.001
32 N 0.815 2.714 0.925  0.007
33 H -2.014 3.977 1.239  0.001
34 H -0.136 4.885 2.756  0.000
35 H -0.077 5.740 1.203  0.000
36 H 1.974 3.955 2.179  0.000
37 H 1.826 4.512 0.503  0.000
38 H 1.397 1.926 0.678  0.007
39 F 1.320 -3.176 -0.062  0.004
40 C 0.112 -2.932 0.533  0.002
41 F -0.802 -3.614 -0.207  -0.007
42 C 0.158 -3.627 1.915  0.014
43 F 0.257 -4.949 1.789  0.004
44 F 1.205 -3.187 2.621  0.003
45 F -0.953 -3.343 2.605  0.013



Results for electronic energy: -2285.8216 -1184.9991 -1270.0217 -1339.9963 -1720.8347 -2996.5416 (in hartree, following the order of the records).